Molecular formula: C23H24FN3O5S
Method: DFT, ωB97M-V with the def2-TZVPD basis set

As for the SMILES: O=C(CN(CCc1ccccc1)C(=O)CNS(=O)(=O)c1ccc(F)cc1)NCc1ccco1. As for the energy above the lowest of the compared OMol25 structures with the same formula, charge and spin: 1.278 eV. As for the charge: 0. The multiplicity is 1. The calculation puts the highest occupied orbital energy at -8.48 eV.

Cartesian coordinates (Å):
O: -2.57331 -3.65397 -0.22806
C: -1.61632 -3.14230 0.31758
C: -1.63691 -2.76471 1.80729
N: -1.40548 -1.35030 2.03468
C: -2.45301 -0.45052 1.59922
C: -2.31667 -0.07918 0.10859
C: -3.01820 1.21546 -0.18919
C: -2.28956 2.38502 -0.36737
C: -2.94044 3.58215 -0.61366
C: -4.32257 3.62406 -0.68083
C: -5.05450 2.46150 -0.50633
C: -4.40518 1.26470 -0.26219
C: -0.18683 -0.95689 2.44154
O: 0.70532 -1.74499 2.72293
C: 0.10309 0.54220 2.59596
N: 1.50695 0.76155 2.27916
S: 1.64918 0.69108 0.59806
O: 1.06612 -0.53248 0.11281
O: 1.09746 1.90540 0.08140
C: 3.41276 0.65380 0.35519
C: 4.01090 -0.50563 -0.10048
C: 5.38364 -0.53542 -0.27775
C: 6.11197 0.60670 0.01436
F: 7.44399 0.58488 -0.15372
C: 5.51724 1.77348 0.47090
C: 4.14433 1.79155 0.64093
N: -0.44147 -2.89750 -0.28250
C: -0.24931 -3.06361 -1.71366
C: 0.24105 -1.79734 -2.33188
C: -0.41383 -0.68510 -2.77331
C: 0.58661 0.23230 -3.17404
C: 1.77275 -0.39050 -2.94806
O: 1.57606 -1.61924 -2.44254
H: -2.61102 -3.04492 2.21656
H: -0.84807 -3.31621 2.32499
H: -3.40911 -0.95148 1.76950
H: -2.43951 0.45041 2.21604
H: -1.25777 0.01385 -0.13897
H: -2.73841 -0.88350 -0.49641
H: -1.20946 2.35630 -0.32590
H: -2.36412 4.48460 -0.75503
H: -4.82884 4.55861 -0.87342
H: -6.13300 2.48713 -0.56364
H: -4.97753 0.35693 -0.13459
H: -0.07685 0.84425 3.63197
H: -0.46906 1.17205 1.91915
H: 2.03928 -0.00777 2.68125
H: 3.39345 -1.36200 -0.32008
H: 5.88899 -1.41849 -0.63471
H: 6.12640 2.63804 0.68089
H: 3.62712 2.67285 0.98295
H: 0.25806 -2.33900 0.18923
H: 0.48560 -3.85742 -1.88798
H: -1.21361 -3.36034 -2.13459
H: -1.47311 -0.53649 -2.81303
H: 0.43706 1.21642 -3.56696
H: 2.78766 -0.07996 -3.10227

---

Molecular formula: C23H24IrN6O8PSSe
Method: DFT, ωB97M-V with the def2-TZVPD basis set

As for the energy above the lowest of the compared OMol25 structures with the same formula, charge and spin: 3.244 eV. As for the charge: 0. The multiplicity is 1. The calculation puts the highest occupied orbital energy at -7.38 eV.

Cartesian coordinates (Å):
Ir: -1.76869 0.18841 -0.79278
S: -2.68039 1.58800 6.47571
N: -2.42991 2.59190 5.23674
C: -2.37897 1.84558 4.14564
C: -2.17262 2.33552 2.79879
C: -2.03668 3.67527 2.45695
C: -1.85598 3.97815 1.12096
C: -1.78749 2.97706 0.16696
N: -1.90846 1.67209 0.47966
C: -2.12832 1.37414 1.78663
C: -2.32398 -0.02570 2.03634
N: -2.30901 -0.81117 0.92109
C: -2.52461 -2.11696 1.12917
C: -2.68704 -2.68081 2.38674
C: -2.68098 -1.88595 3.51097
C: -2.52082 -0.51838 3.32929
C: -2.54632 0.45591 4.40324
N: -2.72763 0.18104 5.68464
H: -2.08257 4.43787 3.22173
H: -1.76644 5.00364 0.79069
H: -1.63974 3.19051 -0.88002
H: -2.56826 -2.72577 0.24774
H: -2.82560 -3.75011 2.45798
H: -2.80767 -2.29000 4.50594
O: 0.22056 0.81086 -6.32727
C: -0.00252 -0.47826 -6.11765
O: 0.28202 -1.32328 -6.92937
C: -0.60834 -0.85989 -4.81213
C: -0.82894 -2.16815 -4.42399
N: -1.30048 -2.13922 -3.17801
N: -1.41696 -0.89379 -2.70439
C: -0.98786 -0.10641 -3.69236
C: -0.98459 1.34655 -3.39953
O: -0.57244 2.16502 -4.22350
O: -1.44626 1.61537 -2.24355
H: -0.09062 1.37694 -5.56512
H: -0.66004 -3.08492 -4.96164
H: -1.48970 -2.89656 -2.53415
O: 0.92148 -4.05331 0.99525
Se: 0.64934 -3.22629 -0.33611
O: 0.82940 -1.47334 0.21076
O: -0.87284 -3.09032 -0.81281
O: 1.74461 -3.28412 -1.50206
C: 3.87210 -2.20999 1.27578
C: 3.61730 -1.27408 0.09323
P: 2.01916 -0.46504 0.12385
C: 1.79003 0.45981 -1.39739
C: 2.96696 1.30808 -1.87945
C: 1.80792 0.53570 1.60202
C: 2.56404 1.86119 1.62409
H: 4.84838 -2.67760 1.15960
H: 3.12579 -3.00154 1.33288
H: 3.87277 -1.67080 2.22399
H: 3.65147 -1.81631 -0.85469
H: 4.36628 -0.47642 0.05705
H: 0.87012 1.03850 -1.26574
H: 1.54989 -0.32204 -2.12682
H: 3.26865 2.05975 -1.15129
H: 2.68050 1.82834 -2.79246
H: 3.83510 0.69119 -2.11285
H: 2.08502 -0.10370 2.44375
H: 0.72666 0.69382 1.66273
H: 3.64377 1.71845 1.56053
H: 2.35497 2.38747 2.55437
H: 2.25548 2.50810 0.80370

---

Molecular formula: C23H24N3O2S2Zr
Method: DFT, ωB97M-V with the def2-TZVPD basis set

As for the energy above the lowest of the compared OMol25 structures with the same formula, charge and spin: 0.130 eV. As for the charge: +3. The multiplicity is 1. The calculation puts the highest occupied orbital energy at -17.59 eV.

Cartesian coordinates (Å):
Zr: 0.03790 1.07849 -0.11794
C: -3.02871 2.48984 1.69776
C: -1.79063 3.30047 1.51495
N: -0.74511 2.93923 0.78144
C: 0.26623 3.90564 0.81412
C: -0.02408 4.96915 1.58992
S: -1.57470 4.79257 2.27220
C: 1.45032 3.72038 -0.03288
C: 2.43775 4.60482 -0.26901
S: 3.52270 3.98804 -1.43468
C: 2.63990 2.56072 -1.57640
N: 1.58070 2.53455 -0.77146
C: 3.00968 1.46832 -2.52368
H: -3.17888 1.83539 0.84173
H: -3.90452 3.13163 1.78147
H: -2.97321 1.90646 2.62008
H: 0.57512 5.84759 1.77873
H: 2.57070 5.59026 0.15215
H: 3.88483 0.92063 -2.17076
H: 3.25833 1.87843 -3.50190
H: 2.17651 0.78049 -2.66075
C: 1.86437 -1.33280 -0.66614
O: 0.44314 -1.05195 -0.86920
C: -0.31717 -2.14258 -1.36042
C: 0.21500 -2.95909 -2.33228
C: -0.54574 -3.99771 -2.86001
C: -1.84555 -4.20477 -2.43121
C: -2.37850 -3.38276 -1.45154
C: -1.61594 -2.36842 -0.89580
N: -2.22916 -1.53168 0.09804
C: -1.65005 -1.04830 1.15432
C: -0.46527 -1.58282 1.75495
C: -0.32758 -2.96823 1.98438
C: 0.70829 -3.41523 2.76538
C: 1.63120 -2.49820 3.29177
C: 1.54894 -1.14443 3.01442
C: 0.51521 -0.68830 2.21944
O: 0.47797 0.57975 1.72630
H: 2.27816 -0.51393 -0.07039
H: 2.37352 -1.37811 -1.62126
H: 1.98766 -2.26328 -0.11790
H: 1.21286 -2.79507 -2.71495
H: -0.11385 -4.63087 -3.62376
H: -2.44483 -4.99998 -2.85302
H: -3.39206 -3.53858 -1.09678
H: -3.18887 -1.25659 -0.09383
H: -2.16552 -0.22903 1.65259
H: -1.07954 -3.65870 1.62134
H: 0.79428 -4.46701 3.00303
H: 2.43760 -2.85924 3.91803
H: 2.28289 -0.44394 3.39326
C: -1.60474 1.09628 -1.58731
H: -1.41210 2.01510 -2.16026
H: -2.65121 1.15620 -1.28162
H: -1.53423 0.26121 -2.29464